12
Properties=species:S:1:pos:R:3:lowdin_charge:R:1 method="wB97M-V/def2-TZVPD" homo_lumo_gap_ha=0.392 spin_multiplicity=1 relative_energy_kj_mol=170.65 e_homo_ev=-10.35 smiles="C#CC(=O)CC" total_charge=0 max_force_ev_per_a=0.622
C -1.82 -0.12 -0.32 -0.0965
C -0.50 0.39 0.23 -0.1886
C 0.67 0.06 -0.68 -0.4322
O 0.58 -0.03 -1.88 0.0995
C 1.92 -0.14 0.06 -0.0357
C 2.80 -0.35 0.86 0.1478
H -2.66 0.35 0.18 0.0725
H -1.89 -1.21 -0.20 0.0822
H -1.89 0.11 -1.39 0.0725
H -0.29 -0.01 1.23 0.1123
H -0.51 1.49 0.34 0.1290
H 3.57 -0.55 1.57 0.0372



13
Properties=species:S:1:pos:R:3:lowdin_charge:R:1 method="wB97M-V/def2-TZVPD" homo_lumo_gap_ha=0.402 spin_multiplicity=1 relative_energy_kj_mol=123.08 e_homo_ev=-9.93 smiles="CC=O.NC=O" total_charge=0 max_force_ev_per_a=0.844
O 1.71 -0.62 -0.37 0.0169
C 2.04 0.40 0.18 -0.3029
C 1.26 1.68 0.07 -0.0445
H 2.93 0.40 0.84 0.1155
H 1.81 2.53 0.45 0.0714
H 0.31 1.56 0.60 0.0834
H 1.02 1.83 -0.98 0.0874
C -2.35 -1.08 0.26 -0.4243
N -1.39 -1.39 -0.65 0.1154
O -2.35 -0.09 0.96 0.0093
H -3.10 -1.88 0.42 0.1217
H -1.49 -2.13 -1.31 0.0878
H -0.41 -1.22 -0.46 0.0627



79
Properties=species:S:1:pos:R:3:lowdin_charge:R:1 method="wB97M-V/def2-TZVPD" homo_lumo_gap_ha=0.051 spin_multiplicity=1 relative_energy_kj_mol=586.76 e_homo_ev=-13.92 total_charge=+3 max_force_ev_per_a=5.457
S 2.54 4.65 1.32 0.6770
C 1.03 5.75 1.04 -0.6052
C -0.24 5.22 1.97 -0.1534
C -0.73 3.79 1.36 -0.1506
B -2.34 3.54 1.40 -0.3908
O -3.29 4.21 0.52 0.2249
B -3.83 3.11 -0.27 -0.4090
O -4.25 1.83 0.32 -0.0566
B -3.31 1.49 1.40 -0.5433
C -2.67 0.00 1.59 -0.0281
C -1.08 0.24 1.78 -0.1784
C -0.22 -1.10 1.70 -0.1760
C 0.85 -1.23 2.88 -0.1832
C 2.03 -2.27 2.61 -0.2027
C 1.61 -3.59 1.84 -0.1984
C 2.89 -4.37 1.23 -0.3940
S 3.92 -3.32 0.11 1.0627
C 3.41 -3.56 -1.62 -0.4916
N 2.31 -4.24 -2.21 0.1143
N 2.53 -4.04 -3.54 0.0603
C 3.70 -3.27 -3.78 0.0236
O 4.29 -2.93 -2.53 -0.0472
O -2.91 2.56 2.32 0.1765
H 2.54 4.18 2.65 -0.3105
H 0.77 5.67 -0.10 0.0609
H 1.26 6.89 1.28 -0.1576
H 0.16 5.04 3.02 0.1024
H -1.05 6.01 1.92 0.1479
H -0.13 2.89 1.81 0.0801
H -0.46 3.80 0.22 -0.0017
H -3.88 3.23 -1.46 -0.0575
H -2.90 -0.66 0.68 0.1427
H -3.11 -0.55 2.49 0.1532
H -0.78 0.93 0.91 0.1032
H -0.95 0.83 2.75 0.1079
H 0.33 -1.11 0.70 0.1150
H -0.86 -2.05 1.72 0.1484
H 0.36 -1.41 3.90 0.1298
H 1.35 -0.17 2.98 0.0431
H 2.89 -1.68 2.14 0.0788
H 2.41 -2.60 3.64 0.1351
H 0.91 -3.44 0.97 0.1015
H 1.15 -4.30 2.61 0.1396
H 2.45 -5.23 0.60 0.1121
H 3.53 -4.87 2.02 0.1144
H 4.18 -2.93 -4.75 0.1573
C -1.50 -2.99 -3.76 -0.6356
F -2.55 -3.75 -3.41 0.1256
F -0.50 -3.85 -4.04 0.1140
F -1.82 -2.40 -4.93 0.1242
S -1.03 -1.77 -2.45 0.4743
O -0.71 -2.56 -1.27 -0.3408
O -2.22 -0.92 -2.27 -0.3787
O 0.12 -1.04 -2.99 -0.3525
K 1.14 3.44 -0.46 0.8358
K -5.64 1.88 2.06 1.1604
Cl 1.38 8.21 0.35 0.5074
F 1.87 10.24 1.74 -0.2811
C 6.78 -1.22 -4.31 -0.0788
C 7.67 -0.04 -4.10 -0.2553
N 8.36 0.88 -3.93 0.1251
H 5.97 -0.95 -4.99 0.0730
H 7.35 -2.04 -4.75 0.0890
H 6.36 -1.55 -3.36 0.0540
Ca 2.25 2.78 3.94 1.5896
C -5.23 0.14 -4.04 -0.7042
O -4.42 -0.21 -4.86 0.1200
N -4.94 0.22 -2.70 0.1398
N -6.51 0.48 -4.36 0.1644
H -5.60 0.50 -2.00 0.0375
H -3.99 -0.03 -2.41 0.0699
H -6.76 0.43 -5.34 0.1335
H -7.20 0.76 -3.69 0.0802
B 0.09 -3.71 6.13 -1.1695
F -0.20 -4.42 7.33 0.0853
F 0.89 -4.53 5.27 0.0505
F -1.12 -3.36 5.46 0.0355
F 0.82 -2.52 6.45 0.0345
Al -5.48 2.99 -2.40 1.1959



14
Properties=species:S:1:pos:R:3:lowdin_charge:R:1 method="wB97M-V/def2-TZVPD" homo_lumo_gap_ha="0.251 / 0.309" spin_multiplicity=1 relative_energy_kj_mol=122.07 e_homo_ev="-9.06 / -10.61" total_charge=0 max_force_ev_per_a=4.832
C -0.97 2.63 -0.82 -0.3206
C 1.71 2.20 -0.24 -0.3300
C 0.25 -2.25 0.79 -0.0647
C -0.73 -1.12 0.52 -0.5052
N -1.77 3.44 -0.66 0.1498
N 2.50 2.71 0.41 0.1492
O 0.43 0.68 -2.30 -0.3109
O -0.48 0.05 0.92 -0.0725
P 0.37 1.57 -1.14 0.7577
H 1.27 -1.74 1.10 0.1293
H -0.10 -2.88 1.57 0.0577
H 0.33 -2.77 -0.10 0.0349
H -1.78 -1.37 0.70 0.1261
H -1.02 -1.16 -0.75 0.1993



no.,calculated total energy (eV)
1,-7327.516
2,-8809.253
3,-168033.986
4,-20587.533